1.
C32H55N4OP2Pt as an isolated structure. Source: the OMol25 dataset; level of theory: ωB97M-V/def2-TZVPD.

XYZ file:
```
95
Properties=species:S:1:pos:R:3:lowdin_spin:R:1
C -0.860 -2.392 -1.067 0.036
C 1.432 -1.957 -0.738 0.021
C -0.569 -3.516 -1.843 0.147
C 1.753 -3.203 -1.337 0.154
C 0.749 -3.977 -1.892 -0.009
H -1.385 -3.989 -2.378 0.006
H 2.803 -3.463 -1.360 0.007
H 0.965 -4.912 -2.409 -0.003
N 0.114 -1.773 -0.385 0.153
P -2.588 -0.748 0.425 0.233
P 2.360 0.644 0.243 0.613
C -2.234 -1.751 -1.104 0.028
H -2.291 -1.113 -2.003 0.001
H -2.988 -2.533 -1.240 0.004
C -0.366 1.429 1.853 0.109
O -0.415 2.322 2.596 0.039
C 2.376 -0.930 -0.537 0.476
H 3.403 -1.250 -0.789 0.026
C 3.553 1.416 -1.181 0.094
C 3.439 0.790 1.852 0.148
C -3.745 0.687 -0.105 0.032
C -3.477 -2.109 1.399 0.041
C 2.997 2.834 -1.252 0.020
H 3.244 3.431 -0.365 0.001
H 3.393 3.355 -2.136 0.002
H 1.906 2.791 -1.320 0.006
C 5.063 1.437 -0.945 0.025
H 5.402 1.944 -0.037 0.001
H 5.490 0.426 -0.964 0.001
H 5.491 1.993 -1.796 0.008
C 3.387 0.658 -2.510 0.018
H 3.848 1.224 -3.335 0.002
H 3.878 -0.325 -2.506 0.003
H 2.328 0.510 -2.747 0.004
C 3.871 2.259 2.048 0.010
H 2.985 2.897 2.166 0.002
H 4.463 2.339 2.970 0.005
H 4.469 2.688 1.245 0.000
C 2.664 0.439 3.122 0.007
H 1.783 1.067 3.272 0.003
H 2.347 -0.604 3.120 0.001
H 3.335 0.585 3.986 0.002
C 4.580 -0.219 1.794 0.051
H 5.315 -0.026 1.015 0.000
H 5.104 -0.196 2.759 0.014
H 4.199 -1.235 1.639 0.005
C -3.829 -1.594 2.792 0.002
H -4.194 -2.442 3.385 0.000
H -2.958 -1.174 3.304 0.001
H -4.620 -0.840 2.772 0.000
C -2.525 -3.306 1.555 0.001
H -2.330 -3.825 0.608 0.001
H -1.568 -2.999 1.989 0.000
H -2.990 -4.031 2.239 0.000
C -4.758 -2.612 0.706 0.019
H -4.990 -3.611 1.102 0.004
H -5.624 -1.984 0.930 0.000
H -4.667 -2.710 -0.380 0.001
C -3.760 0.795 -1.634 0.006
H -4.231 -0.071 -2.116 0.000
H -4.329 1.690 -1.931 0.002
H -2.737 0.914 -2.015 0.000
C -3.190 2.015 0.431 0.006
H -2.185 2.205 0.040 0.001
H -3.846 2.828 0.086 0.000
H -3.168 2.036 1.526 0.001
C -5.176 0.539 0.420 0.008
H -5.695 -0.326 -0.002 0.000
H -5.210 0.500 1.515 0.000
H -5.749 1.428 0.113 0.002
Pt -0.304 -0.125 0.860 0.986
N -0.229 0.741 -1.174 0.173
C 0.363 1.212 -2.092 0.043
C 0.158 2.199 -3.300 0.001
C 1.206 2.006 -4.382 0.001
C -1.208 1.988 -3.936 0.002
C 0.189 3.649 -2.823 0.000
H 2.190 2.331 -4.038 0.000
H 1.255 0.954 -4.680 0.000
H 0.951 2.606 -5.270 0.000
H -2.022 2.321 -3.284 0.000
H -1.276 2.590 -4.854 0.000
H -1.377 0.941 -4.197 0.000
H -0.141 4.321 -3.627 0.000
H -0.476 3.796 -1.963 0.000
H 1.188 3.973 -2.538 0.000
N -0.317 -1.692 4.952 0.004
C 0.526 -2.665 4.429 0.008
C 0.645 -2.398 3.091 0.011
N -0.108 -1.258 2.810 0.160
C -0.691 -0.862 3.948 0.010
H -0.605 -1.589 5.923 0.001
H 0.969 -3.444 5.024 0.001
H 1.225 -2.936 2.347 0.000
H -1.352 -0.025 4.115 0.000
```

total charge: +3
energy above the lowest of the compared OMol25 structures with the same formula, charge and spin: 0.0 kJ/mol
lowest unoccupied orbital energy (alpha / beta): -8.145 / -12.200 eV
2S+1: 5

2.
C32H56AgNO12 as an isolated structure. Source: the OMol25 dataset; level of theory: ωB97M-V/def2-TZVPD.

XYZ file:
```
102
Properties=species:S:1:pos:R:3:lowdin_spin:R:1
Ag -0.506 -3.345 1.277 0.072
C 0.004 0.200 0.758 0.054
C -1.412 -0.226 0.376 0.089
C -1.638 -0.298 -1.070 0.000
O -1.748 -1.373 1.075 0.722
H 0.723 -0.604 0.605 0.000
H 0.117 0.322 1.835 0.000
H 0.441 1.107 0.340 0.004
H -1.940 0.636 0.785 0.039
H -0.872 -0.877 -1.585 0.001
H -1.494 0.668 -1.555 0.000
H -2.638 -0.650 -1.324 0.000
C 5.539 0.797 -0.843 0.000
C 4.303 1.060 -1.724 0.000
C 4.702 2.285 -2.635 0.000
C 3.711 2.556 -3.727 0.000
C 3.719 1.353 -4.652 0.000
C 3.386 -0.030 -3.981 0.000
N 4.109 -0.144 -2.639 0.000
O 3.805 -1.319 -1.862 0.000
C 1.868 -0.043 -3.724 0.000
C 3.974 -1.247 -4.880 0.000
C 3.061 1.502 -0.835 0.001
H 5.505 -0.159 -0.321 0.000
H 5.780 1.634 -0.188 0.000
H 6.367 0.730 -1.549 0.000
H 4.770 3.258 -2.149 0.000
H 5.616 2.192 -3.222 0.000
H 3.852 3.411 -4.387 0.000
H 2.708 2.770 -3.358 0.000
H 4.671 1.311 -5.182 0.000
H 2.933 1.640 -5.351 0.000
H 1.518 -0.817 -3.041 0.000
H 1.329 0.824 -3.341 0.000
H 1.327 -0.282 -4.639 0.000
H 3.280 -1.725 -5.571 0.000
H 4.966 -1.055 -5.289 0.000
H 4.287 -2.152 -4.358 0.000
H 2.387 0.658 -0.691 0.001
H 2.473 2.382 -1.094 0.000
H 3.182 1.545 0.247 0.000
H 4.679 -1.688 -1.715 0.000
O -2.325 -4.309 0.373 0.002
C -3.290 -4.062 -0.341 0.000
O -3.348 -4.527 -1.539 0.000
C -4.613 -4.442 -2.093 0.000
C -5.277 -3.184 -1.448 0.000
C -4.525 -3.298 -0.111 0.002
H -5.201 -5.337 -1.891 0.000
H -4.508 -4.175 -3.144 0.000
H -6.365 -3.149 -1.410 0.000
H -4.886 -2.305 -1.962 0.000
H -5.079 -3.759 0.707 0.000
H -4.212 -2.328 0.276 0.002
O 1.351 -2.284 2.071 0.006
C 2.183 -2.760 2.870 0.001
O 3.476 -2.761 2.492 0.000
C 4.362 -3.580 3.296 0.000
C 3.401 -4.400 4.055 0.000
C 2.124 -3.497 4.251 0.000
H 4.919 -3.101 4.101 0.000
H 5.028 -4.190 2.687 0.000
H 3.839 -4.767 4.983 0.000
H 3.326 -5.283 3.421 0.000
H 2.250 -2.707 4.991 0.000
H 1.202 -4.078 4.260 0.000
O -3.523 0.771 -3.776 0.000
C -3.499 2.006 -3.721 0.000
O -2.832 2.776 -4.651 0.000
C -2.720 4.037 -4.219 0.000
C -3.790 4.255 -3.039 0.000
C -4.045 2.818 -2.536 0.000
H -2.792 4.710 -5.074 0.000
H -1.669 4.212 -3.988 0.000
H -4.608 4.918 -3.319 0.000
H -3.338 4.724 -2.165 0.000
H -5.122 2.694 -2.422 0.000
H -3.489 2.552 -1.637 0.000
O -1.025 -2.924 3.568 0.001
C -1.506 -2.185 4.440 0.000
O -1.274 -2.449 5.662 0.000
C -1.532 -1.227 6.406 0.000
C -2.668 -0.548 5.654 0.000
C -2.337 -0.961 4.239 0.000
H -0.624 -0.624 6.397 0.000
H -1.826 -1.536 7.410 0.000
H -2.593 0.536 5.744 0.000
H -3.566 -0.965 6.109 0.000
H -1.692 -0.224 3.761 0.000
H -3.114 -1.343 3.576 0.000
O -1.964 4.781 0.233 0.000
C -1.919 4.280 1.323 0.000
O -2.564 3.165 1.543 0.002
C -2.517 2.770 2.855 0.001
C -1.369 3.510 3.494 0.000
C -1.250 4.768 2.614 0.000
H -2.588 1.701 3.055 0.000
H -3.401 3.175 3.347 0.000
H -0.391 3.067 3.681 0.000
H -1.594 3.637 4.553 0.000
H -0.199 4.876 2.348 0.000
H -1.731 5.722 2.827 0.000
```

total charge: +1
energy above the lowest of the compared OMol25 structures with the same formula, charge and spin: 0.0 kJ/mol
lowest unoccupied orbital energy (alpha / beta): -2.104 / -4.625 eV
2S+1: 2